No. 1
This record from the Open Molecules 2025 dataset describes a structure of composition C23H33N4O3SiZn at a distorted geometry. The level of theory is ωB97M-V/def2-TZVPD.

Results
HOMO level: -3.93 eV
frontier orbital gap: 6.7 eV
total charge: -1
F_max: 3.28 eV Å⁻¹

Element x y z (Å)
Zn: 0.3390 -0.0798 0.0108
C: 0.8712 2.4292 2.1704
N: 0.6989 2.8771 0.7951
C: 1.8045 3.7476 0.4076
C: -0.5563 3.3278 0.4570
C: -0.8438 4.7405 0.4707
C: -2.1352 5.2131 0.2756
C: -3.1864 4.2571 0.1498
C: -2.9473 2.8874 0.2434
C: -1.6053 2.4170 0.1495
N: -1.3170 1.0807 -0.1827
C: -2.3638 0.2871 -0.6449
C: -3.1850 0.7040 -1.7222
C: -4.2546 -0.0719 -2.1244
C: -4.4552 -1.3456 -1.5636
C: -3.7100 -1.7658 -0.4395
C: -2.6162 -0.9766 -0.0465
N: -1.8002 -1.3915 1.0333
C: -1.6392 -2.8450 1.1791
C: -2.2180 -0.8402 2.3173
H: 0.9729 3.2553 2.8522
H: 1.7608 1.8031 2.2253
H: 0.0108 1.8342 2.4828
H: 2.0190 4.4993 1.1514
H: 1.5338 4.2736 -0.5525
H: 2.7418 3.1545 0.2540
H: 0.0131 5.3674 0.6894
H: -2.3115 6.2834 0.2343
H: -4.2095 4.5959 0.0344
H: -3.7408 2.1500 0.3219
H: -2.9868 1.7221 -2.1298
H: -4.9366 0.2731 -2.9137
H: -5.2255 -2.0260 -1.9233
H: -3.9145 -2.7096 0.0870
H: -2.5899 -3.3282 1.4698
H: -0.8723 -3.0697 1.9164
H: -1.2965 -3.2681 0.2260
H: -3.2180 -1.1825 2.5859
H: -2.2062 0.2510 2.3030
H: -1.5538 -1.1820 3.1205
O: 2.8338 -0.6553 2.5158
C: 3.1740 -0.2711 1.4088
C: 4.6245 -0.1462 0.8636
C: 4.5222 0.3681 -0.5606
C: 2.9794 0.4793 -0.7713
O: 2.3916 0.8435 -1.7991
N: 2.3099 0.1537 0.3986
H: 5.0977 -1.1239 0.9666
H: 5.1016 0.5668 1.5195
H: 4.9359 -0.3280 -1.2886
H: 5.0011 1.3484 -0.7263
C: 2.3679 -3.5675 0.2382
Si: 1.3033 -3.0491 -1.2425
C: 0.3007 -4.5632 -1.8381
C: 2.3400 -2.5810 -2.7623
O: 0.2481 -1.8496 -0.8991
H: 2.1341 -4.5399 0.6657
H: 2.2377 -2.8459 1.0703
H: 3.4477 -3.5512 -0.0060
H: 0.9302 -5.2614 -2.4119
H: -0.5491 -4.2949 -2.4707
H: -0.1010 -5.0975 -0.9853
H: 3.3501 -2.8962 -2.6722
H: 2.2340 -1.4912 -2.8994
H: 1.9143 -2.9960 -3.6847

Force components x, y, z for each atom (eV/Å):
-0.5 -0.4 -0.6
-0.3 -0.8 -0.6
2.0 -0.5 -0.2
0.1 -0.6 -1.5
-2.4 2.3 -0.2
0.0 -2.1 0.3
-0.4 -0.9 -0.4
0.6 0.4 0.7
0.9 0.7 -0.4
0.4 -1.2 0.0
0.5 0.5 1.0
-0.6 -0.3 -0.4
0.3 0.6 0.7
-0.2 -0.8 -0.5
-0.1 -0.2 1.1
0.5 0.7 -1.3
-0.8 0.2 -0.1
0.8 -0.4 1.0
-0.2 0.1 -0.8
0.2 0.2 0.2
0.0 0.7 0.5
0.0 0.0 0.1
0.0 0.0 -0.1
0.1 0.5 0.5
0.5 -0.7 0.9
-0.7 0.3 0.1
-0.3 0.3 -0.1
-0.2 -0.1 0.0
0.0 0.1 0.2
0.0 0.3 -0.4
-0.3 -1.0 0.2
0.4 -0.2 0.2
-0.1 0.4 0.0
0.0 0.5 -0.6
0.3 0.0 0.2
0.0 0.2 0.2
-0.2 0.2 0.2
-0.4 0.0 0.0
0.0 0.0 -0.1
0.1 0.1 -0.3
0.4 0.2 -0.6
-0.6 0.4 -1.4
-0.5 -0.2 0.7
-0.9 0.1 -0.2
-0.6 0.6 -0.3
1.1 -0.6 1.4
0.6 -0.4 0.0
0.1 0.1 0.0
0.5 0.1 0.3
-0.1 0.0 -0.1
-0.3 -0.4 0.1
0.5 0.7 0.3
-1.4 0.7 -0.6
0.3 0.0 0.0
-1.3 0.7 0.0
0.9 0.0 0.2
-0.1 -0.2 -0.2
0.0 -0.2 -0.4
-0.4 -0.1 0.1
-0.1 0.1 0.2
0.1 0.2 0.0
-0.1 -0.3 0.3
1.1 -0.1 -0.1
0.5 -0.3 0.2
0.0 -0.2 0.2

No. 2
This record from the Open Molecules 2025 dataset describes the molecule C23H33N5O3S at a distorted geometry. The level of theory is ωB97M-V/def2-TZVPD.

Results
HOMO level: -8.12 eV
frontier orbital gap: 8.7 eV
relative energy (zero: lowest compared OMol25 entry of this formula, charge and spin): 32.2 kcal/mol
SMILES: CCN(CC)S(=O)(=O)c1cc(NC(=O)[C@H](C)N2CCN(c3ccccn3)CC2)ccc1C
F_max: 1.19 eV Å⁻¹

Element x y z (Å)
C: 4.1744 -0.3420 1.2427
H: 4.5909 0.2811 0.4555
H: 3.1739 0.0126 1.4749
H: 4.7970 -0.2357 2.1271
C: 4.1418 -1.7904 0.7691
N: 3.4377 -2.6603 1.6923
S: 2.7662 -3.9973 0.9510
O: 3.5537 -4.3951 -0.1871
O: 2.4877 -4.9964 1.9450
C: 1.1879 -3.3677 0.3547
C: 0.7795 -2.1134 0.7529
C: -0.4412 -1.6105 0.3114
C: -1.2364 -2.4015 -0.5155
C: -0.8194 -3.6656 -0.8839
C: 0.4021 -4.1787 -0.4565
C: 0.8543 -5.5490 -0.8338
H: 1.7734 -5.4903 -1.4142
H: 0.0921 -6.0687 -1.4091
H: 1.0864 -6.1173 0.0654
H: -1.4535 -4.2700 -1.5157
H: -2.1877 -2.0237 -0.8633
N: -0.9037 -0.3467 0.6749
C: -0.2507 0.6544 1.3161
O: 0.8831 0.6100 1.7399
C: -1.1606 1.8738 1.5173
N: -2.0179 2.0217 0.3442
C: -1.2269 2.4146 -0.8189
H: -0.8206 3.4326 -0.6963
C: -2.0986 2.3813 -2.0740
N: -3.2293 3.2715 -1.9215
C: -3.1241 4.5561 -2.3882
N: -2.0636 4.8117 -3.1605
C: -1.9337 6.0062 -3.7070
C: -2.8340 7.0385 -3.5248
C: -3.9419 6.7833 -2.7249
C: -4.0991 5.5413 -2.1504
H: -4.9653 5.3431 -1.5401
H: -4.6808 7.5531 -2.5523
H: -2.6826 8.0007 -3.9860
H: -1.0492 6.1319 -4.3191
C: -3.9982 2.9142 -0.7553
H: -4.3676 1.8930 -0.8999
C: -3.1255 2.9508 0.5060
H: -2.7707 3.9833 0.6703
H: -3.7316 2.6464 1.3589
H: -4.8546 3.5731 -0.6303
H: -2.4814 1.3684 -2.2331
H: -1.5226 2.7022 -2.9401
H: -0.3881 1.7250 -0.9312
C: -1.9347 1.6098 2.8117
H: -2.4350 2.5071 3.1666
H: -2.6695 0.8218 2.6622
H: -1.2331 1.2899 3.5787
H: -0.5120 2.7545 1.6657
H: -1.8194 -0.0783 0.3264
H: 1.4051 -1.5310 1.4051
C: 3.9929 -2.8765 3.0119
C: 5.3652 -3.5455 3.0077
H: 6.1204 -2.8954 2.5721
H: 5.3143 -4.4656 2.4301
H: 5.6609 -3.7842 4.0261
H: 4.0292 -1.9142 3.5293
H: 3.2781 -3.5230 3.5229
H: 5.1606 -2.1542 0.5856
H: 3.5969 -1.8602 -0.1747

Force components x, y, z for each atom (eV/Å):
-0.1 -0.3 0.0
0.1 0.1 0.0
-0.1 0.1 0.0
0.1 0.1 0.1
0.2 0.4 -0.4
-0.6 -0.9 -0.5
-0.1 0.3 0.0
-0.1 0.3 0.0
0.0 0.2 0.2
0.3 0.0 0.1
0.0 0.3 0.1
0.2 -0.4 -0.1
0.1 0.2 0.1
0.2 0.0 0.1
0.0 -0.1 -0.1
0.0 -0.2 -0.1
0.0 -0.1 -0.1
0.0 0.0 0.0
0.0 -0.2 0.0
0.0 -0.1 -0.1
-0.1 0.0 0.0
-0.3 0.0 -0.1
-0.3 0.3 -0.2
0.3 0.0 0.2
0.0 0.0 0.2
0.0 0.1 0.2
-0.1 -0.1 -0.4
0.0 -0.1 0.0
0.4 0.0 0.0
0.0 -0.4 0.0
0.0 0.4 -0.4
0.0 -0.3 0.2
-0.1 0.4 -0.1
0.0 0.0 0.0
0.2 -0.1 0.0
0.0 0.0 0.1
0.0 0.0 0.0
-0.1 0.0 0.0
0.0 0.1 -0.1
0.0 0.1 -0.1
-0.1 0.2 0.3
0.0 0.1 0.1
-0.3 -0.1 -0.1
0.0 0.0 0.0
0.0 0.1 0.0
0.0 -0.1 0.0
0.0 0.0 0.0
-0.1 -0.2 0.1
0.0 0.0 0.0
0.1 0.2 -0.1
-0.1 0.0 0.0
-0.1 -0.1 0.0
0.0 0.0 0.1
0.0 -0.2 -0.1
0.2 0.1 0.1
0.0 0.1 0.0
0.1 -0.4 0.5
-0.2 0.2 0.0
0.1 0.0 0.0
0.1 -0.1 0.0
0.1 0.0 0.1
-0.1 -0.1 0.0
0.1 0.2 0.2
-0.1 0.0 -0.1
0.2 0.2 -0.1

No. 3
This record from the Open Molecules 2025 dataset describes a structure of composition C23H33N7O4SSi2Sr at a distorted geometry. The level of theory is ωB97M-V/def2-TZVPD.

Results
HOMO level: -0.71 eV
frontier orbital gap: 5.1 eV
total charge: -2
relative energy (zero: lowest compared OMol25 entry of this formula, charge and spin): 11.4 kcal/mol
F_max: 2.06 eV Å⁻¹

Element x y z (Å)
Sr: -0.9094 0.4616 0.2676
N: 1.8821 -1.5033 4.0202
C: 1.3404 -1.2046 2.7639
S: 1.7986 0.3390 2.0816
N: 0.5373 -2.1439 2.3338
N: -0.1117 -1.8098 1.1554
C: -0.8281 -2.7339 0.6465
C: -1.6461 -2.4616 -0.5861
C: -2.7194 -3.2956 -0.8475
C: -3.5789 -2.9004 -1.9427
C: -3.3490 -1.7911 -2.6678
C: -2.1645 -0.8931 -2.3809
N: -1.3216 -1.3673 -1.2665
H: 2.1798 -0.6750 4.5110
H: 1.2641 -2.1006 4.5518
H: -0.8901 -3.7075 1.1353
H: -2.9142 -4.1647 -0.2350
H: -4.4464 -3.5128 -2.1788
H: -4.0113 -1.5112 -3.4807
H: -1.5352 -0.8184 -3.2811
C: 1.4556 0.1617 -3.0471
Si: 2.6350 0.9283 -1.8264
C: 3.4900 -0.4178 -0.8865
C: 3.8944 2.0991 -2.6206
C: 4.9929 1.9662 -3.4813
C: 5.7303 3.0827 -3.8440
C: 5.3838 4.3459 -3.3568
C: 4.2997 4.4947 -2.5059
C: 3.5469 3.3754 -2.1252
Si: 2.0467 3.0648 -1.0110
C: 0.4792 3.8691 -1.6202
C: 2.4058 3.5796 0.7377
H: 2.0065 -0.4203 -3.7951
H: 0.8516 0.9203 -3.5516
H: 0.7558 -0.5048 -2.5264
H: 4.0642 -1.0176 -1.6039
H: 2.7671 -1.0543 -0.3734
H: 4.1579 -0.0195 -0.1212
H: 5.2759 0.9921 -3.8692
H: 6.5814 2.9797 -4.5087
H: 5.9691 5.2118 -3.6477
H: 4.0447 5.4845 -2.1379
H: 0.6709 4.4549 -2.5239
H: 0.0813 4.5220 -0.8380
H: -0.3001 3.1284 -1.8352
H: 2.7859 4.6081 0.7385
H: 3.1371 2.9251 1.2177
H: 1.4799 3.5318 1.3155
C: -2.3175 1.5844 -4.3032
O: -3.2160 1.0762 -3.3547
C: -2.5848 0.6154 -2.1118
O: -1.5635 1.3472 -1.6909
N: -3.7756 0.7166 -1.2100
N: -3.4915 0.1399 0.0790
H: -2.8197 2.3764 -4.8682
H: -1.9956 0.8124 -5.0177
H: -1.4313 2.0071 -3.8263
H: -4.5074 0.1783 -1.6683
H: -3.5754 -0.8789 0.0545
H: -4.1637 0.4980 0.7424
O: -1.9553 -0.1584 4.7648
C: -1.4448 0.7765 4.1728
C: -0.6216 1.8553 4.8809
C: -0.4333 2.9145 3.8094
C: -0.8998 2.1941 2.5612
O: -0.7363 2.6588 1.4134
N: -1.5023 1.0124 2.8184
H: 0.3274 1.3976 5.1679
H: -1.1359 2.1814 5.7850
H: 0.5896 3.2622 3.6682
H: -1.0767 3.7863 3.9551

Force components x, y, z for each atom (eV/Å):
1.2 0.3 1.7
0.2 0.0 -0.1
-0.3 0.1 0.2
-0.1 -0.5 0.1
0.1 0.5 -0.4
0.3 -0.7 0.2
-0.2 0.2 -0.4
0.3 0.1 0.1
-0.2 0.0 -0.2
0.1 -0.1 0.2
0.1 0.0 0.1
-0.1 0.0 0.3
-0.1 -0.6 -0.5
0.0 0.0 0.0
0.0 0.0 0.0
-0.1 0.0 0.0
0.0 0.0 0.0
0.0 0.0 0.0
0.0 0.0 0.0
0.1 0.0 0.0
-0.2 -0.1 -0.2
-0.3 0.2 0.1
0.2 -0.2 0.2
0.3 0.2 -0.2
-0.1 0.1 0.1
0.0 0.1 0.0
0.0 -0.1 0.0
-0.1 -0.2 0.0
0.3 0.2 -0.3
0.0 -0.4 0.1
-0.2 0.1 0.0
0.1 0.1 0.3
-0.1 0.0 0.0
0.1 0.0 0.0
0.1 0.0 0.0
0.0 0.0 0.1
0.0 0.0 -0.1
0.0 0.0 0.0
0.0 0.0 0.0
0.0 0.0 0.0
0.0 0.0 0.0
0.0 0.0 0.0
0.0 0.0 0.0
0.0 0.0 -0.1
0.1 0.0 0.0
0.0 0.0 0.1
0.0 0.1 0.0
0.0 0.0 0.0
0.0 -0.1 -0.1
0.1 0.2 -0.1
0.0 -0.1 0.0
-0.8 0.2 -1.3
0.1 0.0 -0.1
-0.2 -0.3 -0.4
0.0 0.0 0.0
0.0 0.0 0.0
0.0 0.0 0.1
0.0 0.0 0.1
-0.1 0.0 0.0
0.1 0.1 0.0
0.0 0.0 0.1
-0.1 -0.1 -0.4
0.1 0.1 0.1
0.0 0.1 0.1
-0.2 -0.2 -0.4
-0.1 0.4 0.7
0.0 0.5 0.4
0.0 0.0 0.0
0.0 0.0 0.0
0.0 0.0 0.0
0.0 0.0 0.0